{"formula": "C19H31N10O2V", "method": "ωB97M-V/def2-TZVPD", "lumo_ev": [-7.96, -8.01], "total_charge": 3, "de_lowest_kj_mol": 46.3, "s_squared": 0.771, "energy_ha": -2383.798511, "spin_multiplicity": 2, "orbital_gap_ha": [0.273, 0.246], "elements": ["V", "N", "C", "C", "C", "N", "C", "C", "N", "C", "H", "H", "H", "H", "H", "H", "H", "H", "H", "H", "H", "H", "H", "H", "H", "H", "N", "C", "N", "C", "N", "C", "C", "N", "C", "C", "N", "H", "H", "H", "H", "H", "O", "N", "C", "C", "C", "C", "C", "H", "H", "H", "H", "H", "C", "C", "N", "O", "H", "H", "H", "H", "H"], "positions_angstrom": [[0.13, 0.04, -0.48], [2.23, 3.77, 2.69], [1.76, 3.07, 1.42], [2.58, 1.79, 1.17], [2.11, 0.54, 1.95], [1.68, -0.53, 1.00], [0.95, 0.86, 2.90], [-0.21, 1.60, 2.25], [-0.94, 0.65, 1.36], [0.25, 2.84, 1.45], [3.23, 4.01, 2.64], [2.11, 3.20, 3.53], [1.72, 4.64, 2.84], [2.00, 3.79, 0.64], [3.64, 1.99, 1.36], [2.51, 1.60, 0.10], [2.94, 0.16, 2.54], [1.21, -1.27, 1.55], [2.50, -0.96, 0.59], [1.33, 1.43, 3.76], [0.59, -0.07, 3.34], [-0.89, 1.92, 3.04], [-1.85, 1.03, 1.12], [-1.09, -0.21, 1.89], [-0.25, 3.74, 1.79], [-0.05, 2.72, 0.40], [2.54, -1.51, -3.76], [2.44, -0.50, -2.90], [1.35, -0.67, -2.16], [0.83, -1.84, -2.64], [1.52, -2.38, -3.61], [-0.40, -2.38, -2.06], [-0.98, -3.52, -2.55], [-2.13, -3.86, -1.96], [-2.75, -3.21, -0.96], [-2.11, -2.09, -0.50], [-0.92, -1.64, -1.02], [3.25, -1.67, -4.46], [3.14, 0.32, -2.86], [-0.57, -4.10, -3.36], [-3.69, -3.56, -0.58], [-2.56, -1.53, 0.30], [-1.02, 1.45, -1.41], [-1.63, 1.66, -2.58], [-1.30, 0.95, -3.68], [-1.94, 1.18, -4.88], [-2.94, 2.14, -4.95], [-3.26, 2.85, -3.81], [-2.59, 2.60, -2.63], [-0.51, 0.23, -3.53], [-1.65, 0.60, -5.74], [-3.45, 2.33, -5.88], [-4.03, 3.61, -3.81], [-2.78, 3.10, -1.70], [0.67, -3.22, 4.25], [-0.37, -3.07, 3.18], [-1.33, -3.99, 3.15], [-0.34, -2.14, 2.35], [0.21, -3.07, 5.23], [1.46, -2.48, 4.12], [1.10, -4.22, 4.24], [-1.37, -4.74, 3.83], [-2.05, -3.95, 2.45]]}

{"formula": "C19H31N2SV", "method": "ωB97M-V/def2-TZVPD", "lumo_ev": [-5.58, -5.30], "total_charge": 1, "de_lowest_kj_mol": 57.0, "s_squared": 0.767, "energy_ha": -2193.905370, "spin_multiplicity": 2, "orbital_gap_ha": [0.109, 0.112], "elements": ["C", "C", "C", "C", "H", "H", "H", "H", "H", "H", "H", "H", "H", "C", "C", "C", "H", "C", "C", "H", "H", "H", "H", "C", "C", "C", "H", "C", "C", "H", "H", "H", "H", "V", "C", "N", "C", "C", "S", "N", "C", "C", "H", "H", "H", "H", "H", "H", "H", "H", "H", "H", "H", "H"], "positions_angstrom": [[-0.25, 0.65, -5.13], [0.34, 1.99, -4.99], [0.59, -0.48, -5.55], [-1.71, 0.49, -5.03], [0.67, -0.55, -6.65], [0.18, -1.44, -5.21], [1.62, -0.38, -5.16], [0.34, 2.55, -5.94], [1.38, 1.94, -4.65], [-0.24, 2.60, -4.27], [-2.21, 0.65, -6.00], [-2.14, 1.21, -4.33], [-1.98, -0.53, -4.70], [2.26, -0.26, 0.69], [2.33, -1.03, -0.52], [2.11, -0.14, -1.63], [2.61, -2.08, -0.58], [1.91, 1.17, -1.10], [2.04, 1.11, 0.32], [2.04, 1.96, 0.99], [2.47, -0.64, 1.68], [2.19, -0.40, -2.68], [1.73, 2.07, -1.69], [-1.89, -1.11, 0.13], [-0.84, -2.00, 0.55], [-0.13, -2.41, -0.63], [-0.68, -2.39, 1.55], [-0.69, -1.71, -1.75], [-1.75, -0.88, -1.27], [-2.38, -0.23, -1.87], [-2.70, -0.75, 0.75], [0.62, -3.19, -0.68], [-0.43, -1.86, -2.80], [0.25, -0.25, -0.27], [-2.89, 0.14, 3.26], [-1.55, 0.09, 3.79], [-1.41, 0.03, 5.25], [-0.51, 0.51, 3.05], [-0.74, 1.20, 1.47], [0.73, 0.47, 3.63], [1.25, -0.77, 4.21], [1.62, 1.63, 3.62], [-3.58, 0.21, 4.10], [-3.10, -0.76, 2.68], [-3.01, 1.01, 2.62], [-0.91, -0.88, 5.58], [-0.85, 0.91, 5.62], [-2.42, 0.06, 5.66], [2.22, -1.01, 3.74], [1.41, -0.65, 5.29], [0.56, -1.60, 4.02], [2.57, 1.36, 3.13], [1.12, 2.45, 3.08], [1.82, 1.93, 4.66]]}

Copy entry 2 word for word.
{"formula": "C19H31N2SV", "method": "ωB97M-V/def2-TZVPD", "lumo_ev": [-5.58, -5.30], "total_charge": 1, "de_lowest_kj_mol": 57.0, "s_squared": 0.767, "energy_ha": -2193.905370, "spin_multiplicity": 2, "orbital_gap_ha": [0.109, 0.112], "elements": ["C", "C", "C", "C", "H", "H", "H", "H", "H", "H", "H", "H", "H", "C", "C", "C", "H", "C", "C", "H", "H", "H", "H", "C", "C", "C", "H", "C", "C", "H", "H", "H", "H", "V", "C", "N", "C", "C", "S", "N", "C", "C", "H", "H", "H", "H", "H", "H", "H", "H", "H", "H", "H", "H"], "positions_angstrom": [[-0.25, 0.65, -5.13], [0.34, 1.99, -4.99], [0.59, -0.48, -5.55], [-1.71, 0.49, -5.03], [0.67, -0.55, -6.65], [0.18, -1.44, -5.21], [1.62, -0.38, -5.16], [0.34, 2.55, -5.94], [1.38, 1.94, -4.65], [-0.24, 2.60, -4.27], [-2.21, 0.65, -6.00], [-2.14, 1.21, -4.33], [-1.98, -0.53, -4.70], [2.26, -0.26, 0.69], [2.33, -1.03, -0.52], [2.11, -0.14, -1.63], [2.61, -2.08, -0.58], [1.91, 1.17, -1.10], [2.04, 1.11, 0.32], [2.04, 1.96, 0.99], [2.47, -0.64, 1.68], [2.19, -0.40, -2.68], [1.73, 2.07, -1.69], [-1.89, -1.11, 0.13], [-0.84, -2.00, 0.55], [-0.13, -2.41, -0.63], [-0.68, -2.39, 1.55], [-0.69, -1.71, -1.75], [-1.75, -0.88, -1.27], [-2.38, -0.23, -1.87], [-2.70, -0.75, 0.75], [0.62, -3.19, -0.68], [-0.43, -1.86, -2.80], [0.25, -0.25, -0.27], [-2.89, 0.14, 3.26], [-1.55, 0.09, 3.79], [-1.41, 0.03, 5.25], [-0.51, 0.51, 3.05], [-0.74, 1.20, 1.47], [0.73, 0.47, 3.63], [1.25, -0.77, 4.21], [1.62, 1.63, 3.62], [-3.58, 0.21, 4.10], [-3.10, -0.76, 2.68], [-3.01, 1.01, 2.62], [-0.91, -0.88, 5.58], [-0.85, 0.91, 5.62], [-2.42, 0.06, 5.66], [2.22, -1.01, 3.74], [1.41, -0.65, 5.29], [0.56, -1.60, 4.02], [2.57, 1.36, 3.13], [1.12, 2.45, 3.08], [1.82, 1.93, 4.66]]}

- What is the formula in the second record?
  C19H31N2SV